A | Below is C45H45CsN9O2P2S2 as an isolated structure, with properties calculated with ωB97M-V with the def2-TZVPD basis set.

```
106
Properties=species:S:1:pos:R:3:lowdin_charge:R:1
Cs -1.060 0.206 -0.821 0.899
N -3.498 -1.457 -4.904 0.105
C -2.881 -1.271 -3.704 -0.172
N -1.629 -1.118 -3.528 0.066
C -0.772 -1.131 -4.636 -0.287
N 0.493 -1.026 -4.538 0.077
N 1.045 -0.805 -3.304 0.029
C 1.740 -1.752 -2.830 -0.109
C 2.449 -1.686 -1.535 -0.333
C 3.190 -2.799 -1.158 -0.070
C 3.748 -2.837 0.108 -0.073
C 3.546 -1.761 0.950 -0.054
C 2.827 -0.675 0.467 -0.142
N 2.302 -0.615 -0.750 0.108
C -1.372 -1.277 -5.978 -0.080
C -0.613 -1.263 -7.145 -0.017
C -1.212 -1.421 -8.381 -0.087
C -2.591 -1.598 -8.465 -0.092
C -3.362 -1.616 -7.320 -0.028
C -2.752 -1.453 -6.078 -0.186
H -4.497 -1.558 -4.945 0.145
H -3.547 -1.256 -2.843 0.131
H 1.807 -2.703 -3.365 0.123
H 3.268 -3.645 -1.829 0.108
H 4.295 -3.709 0.442 0.106
H 3.914 -1.759 1.967 0.105
H 2.646 0.178 1.114 0.091
H 0.456 -1.127 -7.052 0.110
H -0.611 -1.408 -9.281 0.099
H -3.065 -1.723 -9.430 0.100
H -4.437 -1.751 -7.378 0.109
S 0.003 -3.155 0.018 0.214
P -0.651 -2.314 1.726 0.297
C -0.484 -0.682 1.928 -0.729
P -1.368 0.486 2.693 0.285
S -2.320 1.935 1.650 0.057
C -2.601 -0.155 3.915 -0.325
C -3.964 -0.136 3.642 -0.110
C -4.871 -0.710 4.524 -0.102
C -4.428 -1.302 5.698 -0.118
C -3.068 -1.324 5.983 -0.099
C -2.165 -0.759 5.093 -0.095
C -0.253 1.425 3.838 -0.341
C -0.741 2.415 4.687 -0.103
C 0.115 3.111 5.526 -0.101
C 1.480 2.838 5.517 -0.118
C 1.977 1.863 4.663 -0.101
C 1.110 1.160 3.833 -0.109
C -2.390 -2.915 1.900 -0.316
C -3.232 -2.772 0.795 -0.120
C -4.565 -3.139 0.862 -0.098
C -5.083 -3.667 2.042 -0.111
C -4.255 -3.815 3.144 -0.101
C -2.918 -3.438 3.074 -0.088
C 0.190 -3.282 3.066 -0.336
C 0.273 -4.673 3.025 -0.114
C 0.912 -5.373 4.036 -0.102
C 1.493 -4.689 5.101 -0.117
C 1.429 -3.304 5.143 -0.097
C 0.775 -2.609 4.129 -0.096
H -4.302 0.346 2.733 0.063
H -5.930 -0.698 4.290 0.097
H -5.136 -1.747 6.388 0.091
H -2.710 -1.784 6.897 0.095
H -1.106 -0.787 5.317 0.096
H -1.800 2.641 4.674 0.098
H -0.279 3.874 6.188 0.092
H 2.149 3.386 6.171 0.088
H 3.039 1.644 4.649 0.091
H 1.465 0.382 3.163 0.063
H -2.810 -2.391 -0.132 0.051
H -5.207 -3.019 -0.004 0.090
H -6.125 -3.959 2.100 0.090
H -4.651 -4.213 4.071 0.098
H -2.285 -3.547 3.947 0.102
H -0.159 -5.196 2.179 0.086
H 0.964 -6.455 3.996 0.091
H 1.998 -5.236 5.889 0.088
H 1.884 -2.762 5.964 0.094
H 0.716 -1.527 4.138 0.066
N 1.012 2.271 -0.544 -0.026
C 1.585 2.421 -1.874 -0.339
C 2.937 3.133 -1.861 -0.156
C 3.627 3.302 -3.225 -0.176
C 4.195 4.709 -3.383 -0.246
N 3.098 5.655 -3.284 0.036
C 3.335 6.907 -3.315 -0.530
N 2.286 7.813 -3.364 0.126
N 4.589 7.467 -3.403 0.146
C 0.484 3.056 -2.748 -0.491
O 0.569 4.359 -3.063 0.091
O -0.477 2.419 -3.096 0.035
H 0.942 3.137 -0.025 0.094
H 1.518 1.581 -0.005 0.029
H 1.708 1.411 -2.275 0.107
H 3.578 2.557 -1.190 0.115
H 2.806 4.114 -1.389 0.110
H 2.917 3.129 -4.040 0.119
H 4.423 2.566 -3.348 0.111
H 4.714 4.813 -4.343 0.117
H 4.941 4.877 -2.590 0.113
H 1.461 4.763 -2.955 0.050
H 1.388 7.365 -3.256 0.095
H 2.387 8.642 -2.800 0.086
H 5.357 6.916 -3.063 0.080
H 4.678 8.461 -3.284 0.090
```

Output
Orbital gap: 5.17 eV
Net charge: -1


B | Below is C45H45CsN9O2P2S2 as an isolated structure, with properties calculated with ωB97M-V with the def2-TZVPD basis set.

```
106
Properties=species:S:1:pos:R:3:lowdin_charge:R:1
Cs 1.592 1.089 -0.867 0.823
N 1.792 4.408 3.122 0.117
C 1.612 3.540 2.096 -0.168
N 2.045 3.716 0.898 0.078
C 2.751 4.871 0.593 -0.292
N 3.158 5.149 -0.596 0.056
N 2.917 4.155 -1.530 0.012
C 2.652 4.607 -2.687 -0.100
C 2.370 3.712 -3.826 -0.272
C 1.996 4.269 -5.045 -0.031
C 1.686 3.428 -6.102 -0.070
C 1.759 2.061 -5.906 -0.057
C 2.148 1.593 -4.655 -0.128
N 2.450 2.392 -3.641 0.054
C 3.023 5.841 1.671 -0.083
C 3.761 7.008 1.471 -0.020
C 3.982 7.887 2.511 -0.087
C 3.464 7.612 3.776 -0.089
C 2.733 6.464 3.998 -0.024
C 2.514 5.578 2.943 -0.184
H 1.403 4.182 4.022 0.153
H 1.045 2.636 2.325 0.020
H 2.597 5.682 -2.867 0.114
H 1.938 5.345 -5.151 0.106
H 1.381 3.836 -7.057 0.103
H 1.512 1.361 -6.692 0.102
H 2.204 0.528 -4.455 0.115
H 4.146 7.197 0.479 0.108
H 4.556 8.789 2.345 0.098
H 3.635 8.301 4.593 0.101
H 2.329 6.242 4.978 0.110
S 3.208 -1.952 -1.169 0.080
P 1.626 -2.680 -0.143 0.308
C 0.375 -1.688 0.286 -0.650
P -0.357 -1.119 1.641 0.353
S -0.688 0.885 1.817 0.184
C -2.027 -1.879 1.897 -0.346
C -3.036 -1.247 2.620 -0.138
C -4.266 -1.864 2.806 -0.105
C -4.507 -3.119 2.261 -0.110
C -3.509 -3.756 1.537 -0.087
C -2.278 -3.138 1.361 -0.097
C 0.466 -1.579 3.228 -0.326
C -0.170 -2.187 4.304 -0.083
C 0.540 -2.518 5.453 -0.102
C 1.897 -2.253 5.538 -0.110
C 2.544 -1.649 4.465 -0.090
C 1.832 -1.314 3.326 -0.105
C 0.988 -4.056 -1.203 -0.329
C 1.836 -5.088 -1.606 -0.099
C 1.363 -6.124 -2.394 -0.098
C 0.034 -6.138 -2.807 -0.114
C -0.814 -5.112 -2.421 -0.096
C -0.336 -4.081 -1.617 -0.107
C 2.325 -3.691 1.241 -0.338
C 1.454 -4.432 2.039 -0.088
C 1.925 -5.162 3.117 -0.091
C 3.284 -5.166 3.412 -0.110
C 4.159 -4.440 2.620 -0.101
C 3.681 -3.706 1.540 -0.121
H -2.844 -0.258 3.018 0.061
H -5.043 -1.360 3.370 0.095
H -5.470 -3.597 2.400 0.091
H -3.689 -4.734 1.105 0.097
H -1.494 -3.616 0.786 0.071
H -1.226 -2.417 4.253 0.095
H 0.027 -2.997 6.280 0.093
H 2.454 -2.526 6.426 0.092
H 3.610 -1.458 4.510 0.101
H 2.343 -0.868 2.478 0.107
H 2.876 -5.061 -1.302 0.097
H 2.032 -6.922 -2.695 0.093
H -0.334 -6.946 -3.428 0.090
H -1.850 -5.112 -2.740 0.094
H -0.987 -3.275 -1.298 0.065
H 0.392 -4.416 1.823 0.098
H 1.232 -5.718 3.737 0.099
H 3.654 -5.730 4.261 0.092
H 5.219 -4.437 2.845 0.093
H 4.352 -3.130 0.914 0.046
N -0.636 -0.591 -2.587 0.044
C -1.579 0.221 -1.835 -0.392
C -2.905 -0.485 -1.492 -0.115
C -3.848 0.305 -0.569 -0.158
C -5.097 0.867 -1.244 -0.189
N -4.797 1.940 -2.182 0.067
C -5.257 2.059 -3.452 -0.553
N -4.561 2.702 -4.331 0.083
N -6.505 1.509 -3.710 0.132
C -1.878 1.497 -2.584 -0.522
O -2.251 1.276 -3.847 0.079
O -1.881 2.602 -2.081 0.074
H -1.089 -1.032 -3.379 0.079
H -0.262 -1.299 -1.952 0.007
H -1.122 0.490 -0.881 0.015
H -2.611 -1.412 -0.994 0.098
H -3.408 -0.760 -2.427 0.120
H -3.294 1.109 -0.073 0.107
H -4.191 -0.348 0.236 0.098
H -5.794 1.218 -0.475 0.114
H -5.587 0.050 -1.781 0.108
H -3.962 2.483 -2.001 0.111
H -2.817 2.032 -4.156 0.074
H -5.086 2.838 -5.188 0.041
H -6.900 0.915 -3.001 0.070
H -6.632 1.167 -4.646 0.091
```

Output
Orbital gap: 5.54 eV
Net charge: -1


Name the most stable of them. B.


A | Below is one molecule with the formula C2H7N5O, with properties calculated with ωB97M-V with the def2-TZVPD basis set.

```
15
Properties=species:S:1:pos:R:3:nbo_charge:R:1
C 1.233 0.312 0.065 0.172
C -1.282 0.522 -0.175 0.204
H 2.698 -2.264 0.260 0.364
H 3.318 -0.672 0.388 0.332
H 1.973 1.083 0.526 0.167
H 0.245 2.787 -0.639 0.473
H -2.133 1.143 -0.146 0.172
H -2.956 -2.015 -0.333 0.356
H -2.828 -1.350 1.153 0.359
N 2.731 -1.334 -0.089 -0.642
N 1.377 -0.942 -0.038 -0.258
N 0.017 0.999 -0.172 -0.164
N -1.572 -0.724 -0.174 -0.319
N -2.751 -1.204 0.148 -0.679
O 0.171 2.341 0.215 -0.536
```

Output
Orbital gap: 8.19 eV
Net charge: 0


B | Below is C2H7N5O as an isolated structure, with properties calculated with ωB97M-V with the def2-TZVPD basis set.

```
15
Properties=species:S:1:pos:R:3:nbo_charge:R:1
C -0.015 0.181 -1.011 0.218
C -0.230 -1.053 1.113 0.515
H -0.312 2.736 -2.838 0.351
H 1.202 2.399 -2.732 0.342
H 0.503 -0.223 -2.039 0.211
H -0.319 -1.646 -0.700 0.397
H -0.669 -2.853 0.781 0.325
H 0.107 0.925 1.507 0.393
H -0.546 -0.707 3.033 0.479
N 0.377 1.881 -2.570 -0.704
N -0.012 1.502 -0.844 -0.308
N -0.182 -0.912 -0.130 -0.592
N -0.548 -2.230 1.704 -0.746
N 0.514 -0.038 1.689 -0.308
O 0.131 0.038 3.037 -0.572
```

Output
Orbital gap: 9.78 eV
Net charge: 0


C | Below is one molecule with the formula C2H7N5O, with properties calculated with ωB97M-V with the def2-TZVPD basis set.

```
15
Properties=species:S:1:pos:R:3:nbo_charge:R:1
C -0.592 0.107 1.011 0.556
C -0.668 0.654 -1.511 0.266
H 0.733 -1.648 2.219 0.354
H 2.263 -0.866 2.279 0.351
H 1.289 0.051 -0.112 0.428
H -0.906 -0.236 2.832 0.330
H -1.912 1.390 0.105 0.430
H -0.947 1.493 -2.183 0.219
H 0.748 -0.430 -3.734 0.477
N 1.419 -1.251 1.588 -0.647
N 0.836 -0.073 0.906 -0.498
N -1.471 0.112 2.054 -0.716
N -1.082 0.867 -0.144 -0.643
N 0.070 -0.516 -1.948 -0.236
O 0.218 0.346 -3.362 -0.670
```

Output
Orbital gap: 9.33 eV
Net charge: 0


Name the most stable of them. A.


A | Below is one molecule with the formula C20H21N3O3, with properties calculated with ωB97M-V with the def2-TZVPD basis set.

```
47
Properties=species:S:1:pos:R:3:nbo_charge:R:1
C -0.380 -1.728 1.085 -0.144
C -0.407 -0.217 1.006 0.686
C 1.020 -2.271 1.285 -0.417
C 2.012 -1.844 0.232 -0.135
C 2.222 -2.474 -0.996 -0.012
C 2.983 -0.806 0.288 -0.040
C 3.690 -0.834 -0.891 0.082
C 3.290 0.191 1.279 -0.219
C 4.648 0.153 -1.171 -0.213
C 4.282 1.101 0.988 -0.226
C 4.972 1.122 -0.238 -0.220
C -1.049 1.609 -0.564 -0.150
C -0.112 2.799 -0.282 0.793
C -2.460 1.885 0.084 -0.432
C -3.440 0.741 -0.116 -0.040
C -3.884 0.396 -1.399 -0.170
C -3.888 0.022 1.012 -0.223
C -4.772 -0.622 -1.575 -0.223
C -4.804 -1.014 0.799 -0.215
C -5.200 -1.351 -0.468 -0.227
H -1.025 -3.321 -0.036 0.368
H -2.044 -2.072 0.013 0.373
H -0.946 -2.024 1.979 0.206
H 1.338 -1.922 2.274 0.235
H 1.027 -3.372 1.296 0.221
H 1.720 -3.290 -1.535 0.212
H 3.464 -2.067 -2.585 0.411
H 2.733 0.096 2.231 0.225
H 5.216 0.249 -2.099 0.211
H 4.481 1.857 1.736 0.215
H 5.723 1.879 -0.422 0.219
H -0.733 -0.466 -0.885 0.432
H -1.151 1.634 -1.670 0.231
H -2.865 2.802 -0.360 0.245
H -2.262 2.000 1.167 0.240
H -3.549 1.060 -2.221 0.204
H -3.622 0.327 2.039 0.229
H -5.110 -0.855 -2.571 0.217
H -5.221 -1.524 1.651 0.215
H -5.860 -2.203 -0.585 0.216
H 1.237 1.432 -0.023 0.509
N -1.064 -2.308 -0.107 -0.851
N 3.174 -1.802 -1.669 -0.504
N -0.452 0.292 -0.265 -0.667
O -0.316 0.537 1.979 -0.618
O -0.431 3.961 -0.309 -0.573
O 1.184 2.421 -0.078 -0.676
```

Output
Orbital gap: 8.44 eV
Net charge: 0


B | Below is one molecule with the formula C20H21N3O3, with properties calculated with ωB97M-V with the def2-TZVPD basis set.

```
47
Properties=species:S:1:pos:R:3:nbo_charge:R:1
C 7.188 0.435 -1.563 -0.626
C 5.789 0.336 -1.037 -0.027
C 4.921 -0.651 -1.481 -0.207
C 3.624 -0.730 -1.009 -0.199
C 3.165 0.186 -0.068 0.125
C 4.027 1.179 0.385 -0.208
C 5.318 1.249 -0.101 -0.195
H 5.974 2.027 0.259 0.213
H 3.682 1.901 1.106 0.246
N 1.846 0.096 0.422 -0.435
C 1.125 1.129 0.935 0.809
O 1.437 2.277 1.095 -0.593
N -0.141 0.605 1.289 -0.456
C -0.229 -0.724 1.052 0.710
O -1.183 -1.435 1.282 -0.618
C 1.106 -1.147 0.464 -0.123
C 1.773 -2.203 1.346 -0.611
H 2.714 -2.527 0.909 0.228
H 1.970 -1.792 2.334 0.218
H 1.107 -3.056 1.445 0.235
H 0.936 -1.551 -0.542 0.225
C -1.167 1.440 1.874 -0.319
H -1.551 0.957 2.778 0.222
H -0.693 2.393 2.122 0.269
C -2.332 1.724 0.899 0.669
O -2.527 2.835 0.464 -0.588
N -3.066 0.618 0.648 -0.648
C -4.176 0.477 -0.200 0.214
C -4.595 1.503 -1.041 -0.249
C -5.686 1.322 -1.870 -0.206
C -6.367 0.119 -1.871 -0.227
C -5.952 -0.901 -1.031 -0.192
C -4.863 -0.746 -0.187 -0.066
C -4.453 -1.865 0.726 -0.646
H -3.420 -2.168 0.554 0.232
H -5.090 -2.731 0.564 0.223
H -4.548 -1.566 1.770 0.217
H -6.487 -1.840 -1.028 0.206
H -7.219 -0.028 -2.517 0.211
H -6.001 2.127 -2.517 0.213
H -4.064 2.440 -1.036 0.250
H -2.757 -0.247 1.081 0.435
H 2.975 -1.503 -1.390 0.204
H 5.259 -1.372 -2.212 0.210
H 7.493 -0.494 -2.039 0.215
H 7.252 1.234 -2.301 0.222
H 7.886 0.666 -0.761 0.219
```

Output
Orbital gap: 8.88 eV
Net charge: 0


Name the most stable of them. B.